Entry 1:
ORCA calculation (ωB97M-V/def2-TZVPD) on an isolated molecule of C5H9NO.

Results
**HOMO level**: -9.252 eV
**SMILES string**: C[C@H]1N[C@H]1[C@H]1CO1
**LUMO level**: 0.042 Eh
**ΔE to the lowest compared entry with this formula, charge and spin**: 283.2 kJ/mol
**Gap between HOMO and LUMO**: 0.3820 Ha

Geometry as XYZ:
```
16
Properties=species:S:1:pos:R:3:forces:R:3:mulliken_charge:R:1
C -2.083 -0.401 0.071 0.07 -0.04 -0.02 -1.2614
C -1.164 0.598 0.732 -0.19 0.11 -0.06 0.0444
N -0.070 0.146 1.597 0.10 -0.18 0.12 -0.6867
C 0.248 0.848 0.355 0.05 0.15 -0.14 -0.1812
C 0.977 0.135 -0.747 -0.11 0.19 -0.01 0.0233
C 2.340 -0.346 -0.513 0.23 0.07 0.00 -0.4041
O 1.240 -1.251 -0.570 -0.10 -0.17 0.00 -0.4538
H -2.604 0.036 -0.789 0.12 -0.03 0.12 0.2927
H -2.848 -0.712 0.793 0.12 -0.01 -0.13 0.3337
H -1.549 -1.295 -0.265 -0.01 0.15 0.02 0.3237
H -1.689 1.460 1.145 0.07 -0.14 -0.03 0.3650
H 0.081 -0.850 1.428 -0.01 0.13 0.05 0.3131
H 0.629 1.858 0.514 -0.07 -0.11 -0.05 0.3699
H 0.705 0.409 -1.767 0.01 -0.04 0.16 0.3882
H 3.045 -0.411 -1.341 -0.16 -0.03 0.12 0.2855
H 2.784 -0.216 0.474 -0.12 -0.03 -0.13 0.2478
```
Positions in Å, forces in eV/Å.

Entry 2:
ORCA calculation (ωB97M-V/def2-TZVPD) on a cluster of 2 separate species, C5H9NO in total.

Results
**HOMO level**: -9.078 eV
**SMILES string**: C=C1N[C@H]1CC=O.[H][H]
**LUMO level**: 0.039 Eh
**ΔE to the lowest compared entry with this formula, charge and spin**: 455.6 kJ/mol
**Gap between HOMO and LUMO**: 0.3731 Ha

Geometry as XYZ:
```
16
Properties=species:S:1:pos:R:3:forces:R:3:mulliken_charge:R:1
C -1.246 0.081 1.469 0.32 0.39 0.00 -1.0220
C -0.871 0.401 0.243 0.64 0.44 0.83 0.0934
N -0.827 1.374 -0.759 -0.13 0.18 0.07 -0.5581
C 0.095 0.202 -0.809 0.17 -0.21 0.14 0.3579
C 1.504 0.429 -0.345 0.10 0.06 -0.08 -0.7581
C 2.104 -0.852 0.181 -0.07 -0.23 -0.01 0.0216
O 1.537 -1.920 0.187 0.25 0.48 -0.01 -0.4715
H -0.766 -0.773 1.937 -0.20 0.06 -0.03 0.2738
H -2.032 0.614 1.991 0.11 0.00 0.01 0.3002
H -1.548 1.308 -1.478 -0.04 -0.07 0.25 0.3234
H -0.071 -0.526 -1.604 -0.08 0.04 0.37 0.4140
H 1.461 1.133 0.497 0.21 -0.02 -0.14 0.3292
H 2.163 0.871 -1.097 0.07 -0.08 -0.04 0.3571
H 3.128 -0.755 0.597 -0.05 -0.05 -0.04 0.3594
H -2.260 -0.800 -0.126 -0.70 -0.46 -1.40 -0.0362
H -2.368 -0.787 -0.884 -0.60 -0.54 0.08 0.0158
```
Positions in Å, forces in eV/Å.

Entry 3:
ORCA calculation (ωB97M-V/def2-TZVPD) on an isolated molecule of C5H9NO.

Results
**HOMO level**: -10.445 eV
**SMILES string**: C[C@H](C#N)CCO
**LUMO level**: 0.032 Eh
**ΔE to the lowest compared entry with this formula, charge and spin**: 111.2 kJ/mol
**Gap between HOMO and LUMO**: 0.4154 Ha

Geometry as XYZ:
```
16
Properties=species:S:1:pos:R:3:forces:R:3:mulliken_charge:R:1
C 1.375 -1.160 0.963 0.05 -0.10 0.01 -1.5151
C 0.723 0.161 0.527 0.03 0.03 0.03 0.6820
C -0.394 0.458 1.440 -0.74 0.20 0.60 0.0468
N -1.277 0.669 2.158 0.82 -0.23 -0.69 -0.4987
C 0.280 0.151 -0.965 -0.01 0.03 -0.06 -0.5814
C -1.222 0.290 -1.223 0.14 -0.32 -0.10 -0.7438
O -1.706 1.571 -0.879 -0.13 0.07 0.11 -0.5500
H 2.269 -1.348 0.361 -0.12 0.05 0.06 0.3788
H 0.687 -1.999 0.823 0.06 0.13 0.01 0.3543
H 1.667 -1.128 2.016 -0.04 0.00 -0.15 0.4037
H 1.451 0.967 0.674 -0.12 -0.10 0.00 0.2477
H 0.776 0.972 -1.491 -0.04 -0.09 0.08 0.3001
H 0.632 -0.783 -1.423 -0.07 0.14 0.08 0.3711
H -1.776 -0.497 -0.694 0.05 0.08 -0.05 0.3711
H -1.401 0.151 -2.295 0.03 0.00 0.14 0.3871
H -2.084 1.525 0.007 0.09 0.10 -0.07 0.3462
```
Positions in Å, forces in eV/Å.

Entry 4:
ORCA calculation (ωB97M-V/def2-TZVPD) on an isolated molecule of C5H9NO.

Results
**HOMO level**: -9.267 eV
**SMILES string**: C[C@H]1N[C@H]1[C@H]1CO1
**LUMO level**: 0.041 Eh
**ΔE to the lowest compared entry with this formula, charge and spin**: 295.4 kJ/mol
**Gap between HOMO and LUMO**: 0.3814 Ha

Geometry as XYZ:
```
16
Properties=species:S:1:pos:R:3:forces:R:3:mulliken_charge:R:1
C -1.949 -0.403 -0.047 0.08 -0.03 -0.01 -1.2532
C -1.190 0.683 0.685 -0.16 0.08 -0.07 0.0477
N -0.221 0.349 1.729 0.13 -0.25 0.14 -0.6752
C 0.267 0.929 0.486 0.13 0.10 -0.17 -0.2067
C 1.004 0.120 -0.546 -0.12 0.20 -0.12 0.1017
C 2.330 -0.516 -0.518 0.24 0.03 -0.07 -0.4326
O 1.140 -1.279 -0.343 -0.08 -0.21 -0.14 -0.4409
H -2.407 -0.011 -0.964 0.09 -0.03 0.15 0.2974
H -2.758 -0.792 0.584 0.15 0.09 -0.09 0.3463
H -1.301 -1.240 -0.322 -0.07 0.11 0.04 0.3019
H -1.807 1.546 0.939 0.18 -0.12 -0.01 0.3727
H -0.044 -0.655 1.715 0.01 0.06 -0.02 0.3214
H 0.622 1.956 0.579 -0.01 -0.17 -0.02 0.3863
H 0.708 0.380 -1.565 -0.16 -0.05 0.09 0.3255
H 2.794 -0.634 -1.495 0.01 -0.10 0.02 0.2424
H 3.057 -0.535 0.288 -0.42 0.27 0.30 0.2653
```
Positions in Å, forces in eV/Å.

Entry 5:
ORCA calculation (ωB97M-V/def2-TZVPD) on a cluster of 2 separate species, C5H9NO in total.

Results
**HOMO level**: -9.647 eV
**SMILES string**: CC(C)C=O.C#N
**LUMO level**: 0.036 Eh
**ΔE to the lowest compared entry with this formula, charge and spin**: 267.6 kJ/mol
**Gap between HOMO and LUMO**: 0.3902 Ha

Geometry as XYZ:
```
16
Properties=species:S:1:pos:R:3:forces:R:3:mulliken_charge:R:1
C 0.720 1.125 0.721 -0.04 -0.07 0.25 -1.4545
C 0.361 -0.314 0.393 0.03 -0.50 1.03 0.9694
C 1.365 -1.024 -0.508 -0.11 -0.14 0.14 -1.2386
C -1.036 -0.759 0.433 -0.62 0.19 -0.51 -0.3589
O -1.966 -0.142 0.918 0.09 -0.55 0.16 -0.5864
H 1.057 1.711 -0.145 -0.23 -0.45 0.08 0.3366
H 1.548 1.095 1.434 -0.08 0.24 0.04 0.4609
H -0.140 1.629 1.167 0.15 0.02 0.05 0.3348
H 0.214 -0.913 1.400 1.79 0.50 -0.31 0.1750
H 2.363 -0.948 -0.062 -0.17 -0.12 -0.07 0.3389
H 1.113 -2.082 -0.623 0.08 0.04 0.00 0.3749
H 1.424 -0.579 -1.512 -0.27 0.04 0.37 0.3006
H -1.120 -1.817 0.110 -0.30 0.01 0.02 0.3575
C -1.986 1.009 -1.213 0.71 0.35 -1.19 0.1422
N -0.941 0.865 -1.679 -1.18 0.42 -0.06 -0.4483
H -2.976 1.144 -0.833 0.14 0.01 0.01 0.2959
```
Positions in Å, forces in eV/Å.

Entry 6:
ORCA calculation (ωB97M-V/def2-TZVPD) on the ion C5H9NO with charge +1.

Results
**Charge**: +1
**HOMO level (spin up / spin down)**: -13.299 / -13.214 eV
**2S+1**: 2
**LUMO level (spin up / spin down)**: -0.164 / -0.303 Eh
**ΔE to the lowest compared entry with this formula, charge and spin**: 275.3 kJ/mol
**Gap between HOMO and LUMO (spin up / spin down)**: 0.3243 / 0.1827 Ha

Geometry as XYZ:
```
16
Properties=species:S:1:pos:R:3:forces:R:3:mulliken_charge:R:1
O 1.307 1.590 -3.227 0.03 1.22 0.95 -0.3875
C 0.977 0.908 -2.305 0.13 -1.79 -0.40 -0.0784
C 0.737 1.299 -0.822 -3.22 -2.83 -1.05 -0.4550
C 1.150 0.181 0.319 -1.26 -0.10 -2.21 -0.4259
C -0.124 -0.083 1.162 1.85 2.63 0.96 -0.3558
C -0.990 -1.170 1.101 1.74 -0.61 -0.52 0.0465
N -2.217 -1.420 1.589 0.61 -0.07 -0.63 -0.2945
H 0.815 -0.138 -2.587 -0.31 -0.74 0.54 0.3323
H 1.207 2.218 -0.837 0.62 2.26 1.32 0.3881
H -0.438 1.304 -0.809 2.07 0.82 -0.05 0.2522
H 1.458 -0.701 -0.302 0.01 0.52 1.00 0.3366
H 1.981 0.724 0.789 -0.36 -0.83 0.64 0.3245
H -0.260 0.829 1.801 -0.71 -1.05 -0.44 0.3462
H -0.510 -2.008 0.603 -0.60 0.03 -1.26 0.3517
H -2.754 -2.006 0.936 0.14 -0.24 1.09 0.3190
H -2.339 -1.528 2.590 -0.75 0.79 0.05 0.3000
```
Positions in Å, forces in eV/Å.

Entry 7:
ORCA calculation (ωB97M-V/def2-TZVPD) on a cluster of 2 separate species, C5H9NO2 in total.

Results
**HOMO level**: -8.973 eV
**SMILES string**: C=C=[N+]([O-])O.C=CC
**LUMO level**: 0.024 Eh
**ΔE to the lowest compared entry with this formula, charge and spin**: 724.3 kJ/mol
**Gap between HOMO and LUMO**: 0.3533 Ha

Geometry as XYZ:
```
17
Properties=species:S:1:pos:R:3:forces:R:3:mulliken_charge:R:1
C 0.387 -1.916 1.134 0.05 -0.16 -0.66 -0.6997
C -0.874 -1.562 1.122 0.28 0.00 0.21 0.3543
N -2.000 -1.044 1.413 -0.74 -1.18 -1.21 0.6897
O -2.279 0.094 1.734 0.25 2.35 0.99 -0.6894
O -3.152 -1.798 1.081 0.74 -2.08 -0.58 -0.4559
H 0.872 -2.285 2.032 -0.20 -0.05 0.12 0.2628
H 1.039 -1.912 0.221 -0.97 0.18 0.82 0.2066
H -3.953 -1.329 1.350 0.61 0.84 0.42 0.3444
C 0.616 -0.060 -1.739 1.16 -0.08 1.92 -0.8701
C -0.111 0.688 -0.889 2.17 -0.29 -0.96 -0.0864
C 0.521 1.491 0.219 -1.13 1.88 -3.09 -0.8482
H 1.694 -0.415 -1.582 -1.56 0.93 0.23 0.2555
H 0.243 -0.443 -2.625 -1.05 -0.64 -1.59 0.2987
H -1.071 1.092 -1.135 -0.68 -0.53 -0.44 0.3245
H -0.336 2.037 0.603 0.50 0.17 0.99 0.2634
H 1.111 0.974 0.905 0.91 -0.67 1.18 0.3376
H 1.105 2.221 -0.447 -0.33 -0.66 1.64 0.3120
```
Positions in Å, forces in eV/Å.

Entry 8:
ORCA calculation (ωB97M-V/def2-TZVPD) on a structure of composition C5H9NO2.

Results
**HOMO level**: -7.885 eV
**LUMO level**: 0.012 Eh
**ΔE to the lowest compared entry with this formula, charge and spin**: 478.2 kJ/mol
**Gap between HOMO and LUMO**: 0.3017 Ha

Geometry as XYZ:
```
17
Properties=species:S:1:pos:R:3:forces:R:3:mulliken_charge:R:1
C 1.400 1.471 -0.655 -0.97 0.94 -0.17 -1.2056
C 0.388 0.356 -0.831 2.39 -3.31 2.00 0.8314
O 0.290 -0.404 -1.788 -0.62 0.71 0.19 -0.6703
H -0.806 0.965 -0.558 -1.15 -0.70 1.77 0.1526
H 1.152 2.053 0.231 0.13 0.05 -0.01 0.3263
H 2.400 1.057 -0.528 -0.23 -0.28 -0.05 0.3314
H 1.378 2.107 -1.540 0.07 0.08 0.04 0.3601
C 0.712 -0.578 0.801 0.88 0.42 -2.24 0.3716
N 0.765 -1.860 0.423 -0.09 -0.33 0.19 -0.3231
C -1.323 0.334 0.488 -0.62 2.30 -1.92 -0.2999
C -2.389 -0.394 0.189 0.45 0.25 -0.35 -0.7065
O 1.147 -0.093 1.817 -0.35 0.15 0.29 -0.6219
H 1.178 -2.548 1.031 -0.05 0.01 -0.02 0.2276
H 0.551 -2.087 -0.538 -0.01 0.10 0.09 0.2308
H -1.146 0.927 1.373 0.08 0.00 -0.04 0.4186
H -2.442 -0.926 -0.752 -0.15 0.16 -0.15 0.2765
H -3.255 -0.380 0.836 0.23 -0.55 0.36 0.3003
```
Positions in Å, forces in eV/Å.

Entry 9:
ORCA calculation (ωB97M-V/def2-TZVPD) on a cluster of 2 separate species, C5H9NO2 in total.

Results
**HOMO level**: -7.132 eV
**LUMO level**: -0.161 Eh
**ΔE to the lowest compared entry with this formula, charge and spin**: 1187.5 kJ/mol
**Gap between HOMO and LUMO**: 0.1006 Ha

Geometry as XYZ:
```
17
Properties=species:S:1:pos:R:3:forces:R:3:mulliken_charge:R:1
C -2.757 -3.065 -0.507 0.60 -0.56 -0.39 -0.5451
C -1.887 -2.021 -0.167 -1.55 1.27 -0.15 0.1654
N 2.574 1.781 1.154 -2.74 0.24 -1.58 -0.4094
C 1.897 0.341 0.321 2.09 -2.65 -1.04 -1.0683
C 1.734 1.880 0.093 2.96 1.28 1.83 0.4340
C 0.177 2.209 0.123 -2.22 -0.01 0.82 -0.4357
O -0.501 1.610 -0.838 0.79 0.24 0.46 -0.4890
O -0.731 -1.878 -0.562 0.94 -0.32 0.26 -0.4889
H -2.410 -1.196 0.369 0.50 -0.08 0.11 0.2686
H -3.826 -2.962 -0.395 0.02 -0.07 0.27 0.2661
H -2.337 -3.959 -0.959 -0.21 0.07 -0.05 0.2652
H 2.812 -0.059 -0.120 0.35 0.24 0.41 0.3849
H 1.782 -0.088 1.316 -0.46 0.15 -0.10 0.3750
H 1.236 -0.197 -0.388 -1.11 1.04 0.46 0.3212
H -0.110 1.908 1.150 0.04 -0.35 0.00 0.2610
H 2.243 2.385 -0.738 -0.47 -0.67 -0.73 0.4000
H 0.102 3.310 0.148 0.47 0.16 -0.56 0.2950
```
Positions in Å, forces in eV/Å.

Entry 10:
ORCA calculation (ωB97M-V/def2-TZVPD) on a structure of composition C5H9NO2.

Results
**HOMO level**: -8.990 eV
**LUMO level**: 0.034 Eh
**ΔE to the lowest compared entry with this formula, charge and spin**: 571.7 kJ/mol
**Gap between HOMO and LUMO**: 0.3643 Ha

Geometry as XYZ:
```
17
Properties=species:S:1:pos:R:3:forces:R:3:mulliken_charge:R:1
C 0.401 0.395 -0.052 1.89 0.66 3.07 0.7174
C 0.331 0.239 -1.571 -0.79 1.74 -0.16 -0.4815
C -1.199 -1.245 -0.297 2.13 -0.42 -0.87 -0.4471
C -0.977 0.028 0.491 -0.18 -2.14 0.06 -0.1071
C 0.109 1.420 1.251 3.22 -3.63 0.98 -0.6491
H 1.294 -1.031 1.336 0.67 1.01 -2.89 0.2349
H 2.502 -0.681 0.120 -1.76 1.05 0.01 0.1923
H 0.270 1.131 -2.348 -0.89 -1.50 1.93 0.2477
H 1.301 -0.164 -1.822 -0.15 -0.88 -0.44 0.2674
H -0.545 -2.151 -0.050 -1.04 1.41 -0.14 0.2360
H -2.165 -1.467 -0.615 -1.96 -0.92 0.60 0.3781
H -1.721 0.732 0.050 0.46 -0.16 0.79 0.2914
H -0.500 2.180 0.974 -1.88 2.40 -0.57 0.3675
H 0.959 1.702 1.876 -0.15 -0.01 -0.14 0.3390
N 1.466 -0.704 0.289 -1.65 -0.53 3.54 -0.6827
O -0.824 -0.673 -1.607 1.36 0.16 -1.06 -0.4211
O -0.702 0.289 1.975 0.71 1.77 -4.71 -0.4830
```
Positions in Å, forces in eV/Å.